The following is a DFT calculation (ωB97M-V with the def2-TZVPD basis set) of 2 unconnected molecules or ions with the total composition C5H12N2 at a distorted geometry.

Results
* ΔE to the lowest compared entry with this formula, charge and spin: 2.502 eV
* SMILES string: C/C=C(\C)N.C=N
* LUMO energy: 1.027 eV

```
19
Properties=species:S:1:pos:R:3:forces:R:3
C 2.72332 -0.00102 0.67954 -0.8 -0.2 0.8
C -1.69022 -0.99256 -1.14153 0.2 0.5 -0.4
C -1.56905 1.72372 0.43565 -0.1 -0.2 0.3
C -0.48539 -0.34669 -0.50470 -0.2 -0.5 0.3
C -0.47447 0.71648 0.29464 2.2 0.1 1.7
N 0.74884 -1.07277 -0.67773 -0.1 -0.4 -0.1
N 2.11204 0.31381 1.74715 0.9 0.1 0.1
H 0.59113 -2.07439 -0.59357 0.0 0.1 -0.2
H 1.12584 -0.89671 -1.60519 -0.1 -0.1 0.1
H 2.08756 -0.40749 2.46338 0.2 -0.2 -0.1
H 0.51115 0.79120 1.04048 -2.8 0.4 -2.4
H 3.16108 -0.97918 0.46886 0.2 0.2 0.1
H 2.67673 0.72853 -0.11797 0.3 0.1 -0.2
H -2.59118 -0.40505 -0.99527 -0.1 0.0 0.0
H -1.85453 -1.98655 -0.71778 0.1 0.0 0.1
H -1.53371 -1.11716 -2.21548 -0.1 -0.1 -0.1
H -1.26632 2.66960 -0.01642 0.0 0.0 0.0
H -1.76808 1.91710 1.49070 -0.1 0.1 0.0
H -2.50475 1.41913 -0.03475 0.0 0.0 0.0
```
Forces are in eV/Å.

Atomic partial charges in e from the natural (NBO) method, atoms 1 to 5: C 0.0137; C -0.6571; C -0.6457; C 0.1138; C -0.2227


The following is a DFT calculation (ωB97M-V with the def2-TZVPD basis set) of a single C5H12N2 molecule at a distorted geometry.

Results
* ΔE to the lowest compared entry with this formula, charge and spin: 1.966 eV
* SMILES string: C=C(C)N[C@@H](C)N
* LUMO energy: 0.992 eV

```
19
Properties=species:S:1:pos:R:3:forces:R:3
C -1.19582 -0.14289 0.08782 -2.9 -2.9 3.4
C -2.00217 -1.11487 1.30440 -0.1 1.2 -2.0
C 2.40933 0.64884 -0.08572 0.0 -0.2 0.3
N 0.11321 -0.55758 0.34236 4.6 1.3 -2.9
C 1.19289 -0.00062 -0.68404 -1.3 -1.3 1.4
N -1.57040 1.20516 0.26311 -0.4 0.7 -0.4
C 1.09727 -0.22345 -1.99617 -0.4 -0.1 0.3
H 0.42214 -0.37569 1.29353 -0.1 0.2 -0.3
H -1.56773 -0.52445 -0.86562 0.2 0.2 0.1
H -1.40579 1.74964 -0.57602 0.2 0.3 0.4
H -1.18668 1.60362 1.11141 0.0 0.2 -0.3
H -3.00169 -0.72692 1.51888 0.0 0.1 -0.4
H -1.52822 -1.18380 2.28619 0.6 0.2 -0.3
H -2.09975 -2.11820 0.88022 0.1 0.1 0.2
H 2.88423 -0.01829 0.64151 -0.1 0.1 0.1
H 3.16792 0.89716 -0.83884 -0.3 -0.1 0.1
H 2.13434 1.57395 0.43228 0.0 -0.1 0.0
H 0.20312 -0.64260 -2.44461 0.1 -0.2 0.1
H 1.93379 -0.04903 -2.67069 -0.2 0.4 0.3
```
Forces are in eV/Å.

Atomic partial charges in e from the natural (NBO) method, atoms 1 to 5: C 0.1436; C -0.6318; C -0.6632; N -0.6532; C 0.1948


The following is a DFT calculation (ωB97M-V with the def2-TZVPD basis set) of a single C5H12N2 molecule.

Results
* ΔE to the lowest compared entry with this formula, charge and spin: 1.718 eV
* SMILES string: C=C(C)N(N)CC
* LUMO energy: 1.021 eV

```
19
Properties=species:S:1:pos:R:3:forces:R:3
C 0.28228 0.57119 1.39822 -0.2 -0.1 0.2
C 0.21257 -0.42520 -2.24047 -0.1 0.1 0.0
C -0.77801 -0.36804 1.99280 0.3 0.2 -0.2
N 0.69661 0.19801 0.06154 0.2 -0.1 0.0
C -0.15061 0.37799 -1.02612 0.3 -0.1 -0.2
N 1.58755 -0.88584 -0.03201 0.1 -0.2 0.3
C -1.17802 1.22767 -1.04417 -0.3 0.1 0.1
H 2.46088 -0.63042 0.42094 -0.2 0.0 -0.1
H 1.21763 -1.72288 0.42439 0.1 0.2 0.0
H -0.10078 1.59195 1.36700 0.1 0.0 0.0
H 1.17711 0.57111 2.03115 -0.1 0.1 -0.1
H 0.07925 -1.48800 -2.04391 0.1 -0.1 -0.1
H -0.41487 -0.13961 -3.07936 -0.1 0.0 0.0
H 1.25690 -0.26597 -2.49777 0.0 -0.1 -0.1
H -1.74862 1.36166 -1.94434 -0.1 -0.1 -0.2
H -1.48418 1.82077 -0.20301 0.0 0.1 0.3
H -1.66402 -0.36728 1.36342 -0.1 0.0 0.0
H -1.05281 -0.03931 2.99110 -0.1 0.0 0.1
H -0.39885 -1.38780 2.06060 0.0 -0.1 0.0
```
Forces are in eV/Å.

Atomic partial charges in e from the natural (NBO) method, atoms 1 to 5: C -0.2147; C -0.6343; C -0.6317; N -0.2896; C 0.2128


The following is a DFT calculation (ωB97M-V with the def2-TZVPD basis set) of a single C5H12N2 molecule at a distorted geometry.

Results
* ΔE to the lowest compared entry with this formula, charge and spin: 2.677 eV
* SMILES string: C=NCC[C@H](C)N
* LUMO energy: 0.732 eV

```
19
Properties=species:S:1:pos:R:3:forces:R:3
C -1.06712 1.95200 0.99861 0.7 0.2 0.9
C -0.51572 0.55662 0.75066 1.7 0.4 -0.2
C 0.56786 0.66758 -0.36913 -1.0 -0.1 1.3
C 0.97282 -0.70939 -0.85733 0.3 -0.2 0.6
C -0.08561 -2.44875 -2.10166 -0.6 -0.5 1.7
N -0.20122 -1.48416 -1.28785 0.4 1.9 -2.6
N 0.09447 -0.07487 1.90324 -0.2 -0.6 -0.2
H -1.83165 1.85262 1.76722 -0.8 0.4 -0.6
H -0.35044 2.62878 1.49639 0.3 -0.5 -0.1
H -1.25418 2.47956 0.06200 -1.0 -0.2 0.2
H -1.29394 -0.13185 0.41447 0.0 0.2 -0.2
H 1.45778 1.15501 0.05481 -0.2 0.0 0.0
H 0.12201 1.37342 -1.07294 0.4 -0.5 -0.7
H 1.61201 -1.16711 -0.10240 -0.2 -0.3 0.4
H 1.63530 -0.56732 -1.71229 -0.2 -0.2 -0.2
H 0.51133 -3.32647 -1.81839 1.0 0.2 -0.9
H -0.72956 -2.49364 -2.98025 -0.6 -0.6 0.4
H -0.49666 -0.64510 2.47985 0.0 0.2 0.2
H 0.85250 0.38307 2.37500 -0.1 0.2 0.1
```
Forces are in eV/Å.

Atomic partial charges in e from the natural (NBO) method, atoms 1 to 5: C -0.6282; C -0.0503; C -0.3938; C -0.2473; C 0.0157


The following is a DFT calculation (ωB97M-V with the def2-TZVPD basis set) of a gas-phase ion, C5H12N2 (charge +2) at a distorted geometry.

Results
* ΔE to the lowest compared entry with this formula, charge and spin: 2.676 eV
* SMILES string: C=[N+](C)/C(C)=[NH+]\C
* LUMO energy: -9.841 eV
* net charge: +2

```
19
Properties=species:S:1:pos:R:3:forces:R:3
C 1.88515 0.18969 1.07904 0.5 -0.5 -0.5
C -0.41846 0.65443 0.05516 3.6 -0.5 1.0
C -0.30612 2.09476 0.11920 -1.3 0.7 3.1
C -1.70930 -1.42615 0.01327 -1.4 -3.1 -1.5
C 1.29891 -0.87683 -1.01527 -0.4 -2.7 -0.3
N -1.47250 -0.05467 0.06482 0.9 1.7 -0.4
N 1.09350 -0.00349 0.11675 -3.6 0.0 -0.6
H 2.84677 -0.34967 0.97312 -0.4 0.7 0.6
H 1.52675 0.81940 1.86410 0.5 0.3 0.8
H -0.25059 2.38130 1.28115 -0.4 -0.6 -2.1
H -1.15161 2.61484 -0.30048 -0.4 0.2 -0.1
H 0.58731 2.49697 -0.23829 1.5 0.4 -1.0
H -1.70643 -1.79044 -1.05773 -0.4 0.5 1.0
H -2.64313 -1.72974 0.51096 0.0 0.6 -0.4
H -0.99940 -2.01408 0.49705 1.6 -0.6 1.0
H 0.97243 -0.36273 -1.89429 0.7 0.5 -0.9
H 0.49123 -1.64139 -0.93851 0.8 0.2 0.1
H 2.26443 -1.48906 -1.06200 -1.1 1.5 0.1
H -2.30893 0.48684 -0.06807 -0.7 0.7 0.1
```
Forces are in eV/Å.

Atomic partial charges in e from the natural (NBO) method, atoms 1 to 5: C 0.1506; C 0.6546; C -0.7418; C -0.4824; C -0.4608


The following is a DFT calculation (ωB97M-V with the def2-TZVPD basis set) of 2 unconnected molecules or ions with the total composition C5H12N2O at a distorted geometry.

Results
* ΔE to the lowest compared entry with this formula, charge and spin: 3.110 eV
* SMILES string: N/C=C/N.CCC=O
* LUMO energy: 0.809 eV

```
20
Properties=species:S:1:pos:R:3:forces:R:3
C -2.03735 -0.04049 -1.73740 0.3 -1.1 1.3
C -2.06010 -1.03511 -0.78706 0.1 0.2 -2.1
N -2.14975 -0.87083 0.61960 -0.6 -0.6 1.7
N -1.92378 -0.36274 -3.12814 -1.4 0.6 -1.9
H -2.08149 1.04161 -1.58111 -0.1 -0.4 1.0
H -1.97723 -2.10076 -1.13303 -0.1 1.1 -0.2
H -1.29071 -1.19243 1.09366 -0.4 0.4 -0.5
H -2.87944 -1.49913 1.07945 1.1 1.2 -1.2
H -1.17707 0.17898 -3.61806 -0.8 -0.5 0.8
H -2.83807 -0.05351 -3.62465 2.0 -0.7 1.1
O 1.63505 -1.53160 2.37561 -0.2 1.8 -1.8
C 1.58258 -0.68300 1.47292 0.2 -2.0 1.9
C 1.63121 0.79411 1.72221 -0.4 -0.5 -1.2
C 2.71201 1.45225 0.90465 0.0 -0.2 -2.8
H 1.50555 -1.04424 0.42929 0.0 0.2 0.0
H 1.80646 0.90735 2.76259 -0.3 0.4 1.0
H 0.67661 1.19659 1.34013 0.1 0.0 0.7
H 3.69304 0.97115 1.02966 -0.2 0.5 0.2
H 2.71648 2.53815 1.00070 0.3 -0.1 0.5
H 2.45602 1.33364 -0.22102 0.4 -0.1 1.6
```
Forces are in eV/Å.

Atomic partial charges in e from the natural (NBO) method, atoms 1 to 5: C -0.0495; C -0.0348; N -0.8662; N -0.8620; H 0.1754


The following is a DFT calculation (ωB97M-V with the def2-TZVPD basis set) of 2 unconnected molecules or ions with the total composition C5H12N2O at a distorted geometry.

Results
* ΔE to the lowest compared entry with this formula, charge and spin: 4.680 eV
* LUMO energy: 0.774 eV

```
20
Properties=species:S:1:pos:R:3:forces:R:3
C -2.41344 -0.92361 -0.36864 -0.9 -3.1 1.5
C 0.40535 2.10421 -0.48228 -1.7 1.4 -1.0
C -1.30433 -1.17757 0.69991 0.4 1.7 -0.4
C -0.60840 0.21079 0.96531 -2.5 1.7 0.0
C 0.19584 0.63520 -0.23717 0.2 1.1 0.1
N 3.35904 -0.81834 -0.23886 0.1 -0.8 -1.4
N 3.64833 -1.10180 0.90017 -0.1 0.3 0.4
O 0.74746 -0.15851 -0.96213 -0.2 -0.6 -0.4
H -3.07568 -0.18223 0.00328 -0.9 0.5 0.9
H -2.14781 -0.47632 -1.27740 1.1 0.0 -1.6
H -3.04889 -1.89300 -0.52726 1.2 1.8 0.0
H 1.19204 2.27972 -1.28657 -0.6 -0.1 1.6
H 0.35994 2.74775 0.46251 0.7 -0.9 -1.4
H -0.56772 2.42296 -1.02164 1.2 -0.4 0.7
H -0.40386 -1.73502 0.36451 -1.1 -0.3 -0.1
H -1.75558 -1.64880 1.59819 0.5 0.5 -0.5
H 0.19240 0.12267 1.62757 1.3 -0.5 1.8
H -1.23151 1.16387 1.42727 1.1 -2.6 -1.4
H 2.38220 -0.76160 -0.61898 0.6 0.2 0.5
H 4.07464 -0.81039 -1.02780 -0.3 0.3 0.6
```
Forces are in eV/Å.

Atomic partial charges in e from the natural (NBO) method, atoms 1 to 5: C -0.6121; C -0.7340; C -0.4002; C -0.5068; C 0.6195


The following is a DFT calculation (ωB97M-V with the def2-TZVPD basis set) of a single C5H12N2O molecule.

Results
* ΔE to the lowest compared entry with this formula, charge and spin: 1.297 eV
* SMILES string: CCN(C=O)CCN
* LUMO energy: 0.815 eV

```
20
Properties=species:S:1:pos:R:3:forces:R:3
C -1.25115 1.30498 0.37632 0.1 0.1 0.2
N -0.71112 0.07774 0.21939 -0.3 -0.6 -0.3
C -1.28505 -0.85446 -0.76076 0.2 1.0 0.1
C -0.91136 -0.54543 -2.20431 0.1 -0.8 0.0
C 0.38746 -0.34895 1.06698 0.2 0.4 -0.3
C 1.77051 0.00087 0.47865 0.4 -0.3 0.5
N 2.55856 -1.14855 0.01798 -0.1 -0.1 -0.3
O -0.92929 2.09034 1.24038 0.2 0.3 0.2
H -2.02219 1.57571 -0.36288 -0.1 -0.3 -0.1
H -2.36480 -0.78138 -0.67115 -0.2 -0.2 0.0
H -0.98016 -1.85199 -0.47330 0.0 -0.2 0.0
H 0.13305 -0.75554 -2.44640 0.1 0.2 0.3
H -1.15504 0.47786 -2.45802 0.0 0.2 -0.1
H -1.48612 -1.23342 -2.82295 -0.2 0.2 -0.3
H 0.29440 0.16159 2.01468 -0.2 0.1 0.2
H 0.28776 -1.42065 1.25147 0.1 0.0 0.0
H 1.66197 0.73070 -0.31956 -0.1 0.0 -0.1
H 2.35667 0.49882 1.26038 -0.1 0.0 0.0
H 2.68046 -1.16743 -0.98497 -0.1 0.1 0.0
H 2.14068 -2.03129 0.28218 0.0 0.1 0.1
```
Forces are in eV/Å.

Atomic partial charges in e from the natural (NBO) method, atoms 1 to 5: C 0.5295; N -0.4423; C -0.2060; C -0.6163; C -0.2332


The following is a DFT calculation (ωB97M-V with the def2-TZVPD basis set) of a single C5H12N2O molecule at a distorted geometry.

Results
* ΔE to the lowest compared entry with this formula, charge and spin: 2.316 eV
* SMILES string: CN[C@H](C=O)CCN
* LUMO energy: 0.872 eV

```
20
Properties=species:S:1:pos:R:3:forces:R:3
C 1.21790 -2.40435 0.16902 -0.5 -0.3 -0.9
N 1.07153 -1.18508 -0.61571 -0.1 0.7 0.2
C 0.98271 0.20140 -0.06048 0.3 -1.1 -0.4
C -0.01446 0.98349 -0.91211 0.6 0.6 0.1
C -1.47603 0.83498 -0.48720 -0.2 -0.3 0.2
N -2.01636 2.14572 -0.08251 0.0 -0.7 -0.5
C 0.73198 0.24058 1.41862 -0.1 0.1 0.1
O 0.12780 1.09738 2.00976 -0.1 0.2 0.0
H 0.29252 -2.77859 0.63054 0.1 0.3 0.4
H 2.01422 -2.36322 0.89778 0.2 0.1 0.1
H 1.46371 -3.16367 -0.58128 0.3 -0.1 0.3
H 0.32468 -1.29573 -1.27912 -0.1 -0.1 -0.1
H 2.01017 0.60020 -0.14198 -0.2 0.3 -0.1
H 0.19436 2.05482 -0.87813 0.1 0.0 0.2
H 0.20919 0.71730 -1.94651 -0.3 -0.2 -0.1
H -1.54822 0.11202 0.34064 0.1 0.0 -0.1
H -2.10601 0.40605 -1.26695 0.1 0.2 -0.2
H -3.02358 2.05757 -0.03937 0.0 0.2 0.2
H -1.66161 2.31325 0.84688 -0.1 0.3 0.3
H 1.20551 -0.57411 1.97811 0.1 -0.2 0.2
```
Forces are in eV/Å.

Atomic partial charges in e from the natural (NBO) method, atoms 1 to 5: C -0.4213; N -0.6317; C -0.1541; C -0.4321; C -0.2242


The following is a DFT calculation (ωB97M-V with the def2-TZVPD basis set) of a single C5H12N2O molecule at a distorted geometry.

Results
* ΔE to the lowest compared entry with this formula, charge and spin: 3.956 eV
* SMILES string: CC[C@]1(C)NNCO1
* LUMO energy: 0.964 eV

```
20
Properties=species:S:1:pos:R:3:forces:R:3
C -1.97810 -1.05850 -0.42689 2.4 2.4 2.0
C -0.12236 0.28182 -0.21801 -1.9 0.8 2.1
C 0.40495 1.58491 -0.73279 -2.8 1.6 2.8
C 2.38798 -0.60273 0.17501 0.0 -1.2 -0.4
C 0.90619 -0.38244 0.65790 0.6 -5.0 -2.6
N -2.45192 0.07800 0.31504 -2.4 1.6 -0.7
N -1.32023 0.67115 0.87330 2.2 -0.1 -1.8
O -0.86853 -0.53367 -1.10979 2.7 1.0 -0.7
H -1.59845 -1.82810 0.22568 -0.5 -0.5 0.5
H -2.55032 -1.35609 -1.18961 -2.9 -1.5 -2.3
H 0.80102 1.52544 -1.66271 1.5 -0.2 -2.9
H 1.17598 1.91171 0.03057 -1.0 0.1 -1.1
H -0.52990 2.29016 -0.76977 2.0 -0.9 0.1
H 3.06901 -1.06831 1.02049 -1.5 1.2 -1.6
H 2.85308 0.32580 -0.27738 -0.4 -1.2 0.6
H 2.28436 -1.42813 -0.60763 0.7 1.3 0.7
H 0.94869 0.04529 1.57472 -0.2 1.6 2.9
H 0.48970 -1.47908 0.77615 0.8 1.9 0.3
H -2.91796 0.85260 -0.34069 1.4 -2.5 1.7
H -0.98317 0.17015 1.68643 -0.8 -0.3 0.3
```
Forces are in eV/Å.

Atomic partial charges in e from the natural (NBO) method, atoms 1 to 5: C 0.0740; C 0.3774; C -0.6291; C -0.6226; C -0.4476